{"formula": "C2H6Si3", "method": "the ωB97M-V functional and the def2-TZVPD basis", "de_lowest_kj_mol": 73.9, "e_homo_ev": -9.46, "smiles": "C1#C[SiH2][SiH2][SiH2]1", "e_lumo_ha": -0.003, "symbols": ["C", "C", "Si", "Si", "Si", "H", "H", "H", "H", "H", "H"], "coordinates": [[1.256, -1.183, 0.396], [0.162, -1.586, 0.717], [-1.575, -0.972, 0.449], [-0.515, 1.021, -0.468], [1.756, 0.479, -0.304], [-2.552, -1.800, -0.454], [-2.129, -1.038, 1.948], [-0.565, 2.513, 0.118], [-0.954, 1.291, -1.806], [2.555, 0.944, 0.788], [2.563, 0.334, -1.385]], "nbo_charge": [-0.3893, -0.4646, 0.6476, 0.2410, 0.7078, -0.1014, -0.1075, -0.1023, -0.1365, -0.1349, -0.1598]}


{"formula": "C3H5N3", "method": "the ωB97M-V functional and the def2-TZVPD basis", "de_lowest_kj_mol": 94.4, "e_homo_ev": -9.74, "smiles": "C/N=C(/N)C#N", "e_lumo_ha": 0.028, "symbols": ["C", "N", "C", "N", "C", "N", "H", "H", "H", "H", "H"], "coordinates": [[1.709, -0.639, 0.115], [0.704, 0.383, 0.248], [-0.524, 0.315, -0.042], [-1.314, 1.450, 0.026], [-1.339, -0.819, -0.518], [-2.147, -1.574, -0.861], [1.370, -1.643, -0.178], [2.449, -0.292, -0.616], [2.240, -0.711, 1.072], [-0.855, 2.206, 0.515], [-2.292, 1.324, 0.240]], "nbo_charge": [-0.4347, -0.4329, 0.3307, -0.7852, 0.1991, -0.2738, 0.1832, 0.2113, 0.2105, 0.3997, 0.3921]}


{"formula": "C4H11NO", "method": "the ωB97M-V functional and the def2-TZVPD basis", "de_lowest_kj_mol": 31.6, "e_homo_ev": -9.79, "smiles": "CC(N)=O.CC", "e_lumo_ha": 0.031, "symbols": ["C", "C", "N", "O", "H", "H", "H", "H", "H", "C", "C", "H", "H", "H", "H", "H", "H"], "coordinates": [[-0.988, -1.684, 1.145], [-1.478, -0.254, 1.303], [-0.994, 0.407, 2.377], [-2.165, 0.243, 0.430], [-1.472, -2.327, 1.886], [0.087, -1.786, 1.268], [-1.308, -1.963, 0.146], [-1.318, 1.345, 2.603], [-0.521, -0.063, 3.116], [1.164, 0.430, -1.090], [1.328, 0.990, -2.515], [0.914, 1.291, -0.468], [0.497, -0.416, -0.979], [2.135, 0.128, -0.689], [2.321, 1.431, -2.605], [0.729, 1.902, -2.598], [1.069, 0.325, -3.330]], "nbo_charge": [-0.7233, 0.6739, -0.8233, -0.6118, 0.2258, 0.2238, 0.2445, 0.4017, 0.3889, -0.6113, -0.6122, 0.2081, 0.2081, 0.1937, 0.2020, 0.2033, 0.2081]}


{"formula": "C6H6", "method": "the ωB97M-V functional and the def2-TZVPD basis", "de_lowest_kj_mol": 555.6, "e_homo_ev": -9.55, "e_lumo_ha": 0.014, "symbols": ["C", "C", "C", "C", "C", "C", "H", "H", "H", "H", "H", "H"], "coordinates": [[-1.329, 0.832, -0.374], [-0.872, -0.458, 0.285], [0.049, -1.892, -0.999], [0.547, -0.959, -0.254], [1.771, -0.350, 0.129], [2.790, 0.194, 0.475], [-2.188, 1.270, 0.147], [-0.521, 1.563, -0.362], [-1.615, 0.657, -1.412], [-1.669, -1.214, 0.243], [-0.657, -0.321, 1.342], [3.694, 0.677, 0.780]], "nbo_charge": [-0.6150, -0.3666, 0.2332, -0.4184, -0.0418, -0.1750, 0.2184, 0.2146, 0.2200, 0.2550, 0.2332, 0.2422]}


{"formula": "C43H19BF19GeHfN7O4S", "method": "the ωB97M-V functional and the def2-TZVPD basis", "de_lowest_kj_mol": 0.9, "e_homo_ev": -8.42, "e_lumo_ha": -0.056, "symbols": ["Hf", "O", "C", "O", "C", "C", "C", "N", "C", "C", "C", "C", "C", "C", "C", "N", "C", "C", "C", "C", "C", "N", "H", "H", "H", "H", "H", "H", "H", "H", "H", "H", "O", "N", "N", "O", "C", "C", "C", "C", "C", "C", "H", "H", "H", "H", "H", "F", "B", "F", "F", "F", "F", "C", "C", "C", "F", "C", "F", "C", "F", "C", "F", "Ge", "S", "C", "C", "F", "C", "F", "C", "F", "C", "F", "C", "F", "C", "C", "F", "C", "F", "C", "F", "C", "F", "C", "F", "N", "C", "C", "C", "N", "H", "H", "H", "H"], "coordinates": [[0.059, -0.165, -0.301], [1.959, 6.790, -0.026], [2.444, 5.938, 0.726], [3.298, 5.984, 1.619], [1.890, 4.510, 0.482], [2.467, 3.402, 1.081], [1.966, 2.144, 0.811], [0.880, 1.957, 0.031], [0.259, 3.039, -0.476], [0.769, 4.313, -0.306], [-1.035, 2.794, -1.153], [-1.802, 3.842, -1.646], [-3.035, 3.574, -2.212], [-3.473, 2.263, -2.258], [-2.653, 1.272, -1.753], [-1.452, 1.520, -1.221], [2.507, 0.934, 1.466], [3.701, 0.926, 2.167], [4.115, -0.249, 2.771], [3.330, -1.382, 2.659], [2.157, -1.304, 1.932], [1.748, -0.168, 1.354], [3.289, 3.582, 1.757], [0.332, 5.199, -0.745], [-1.446, 4.858, -1.581], [-3.642, 4.380, -2.599], [-4.431, 1.994, -2.678], [-2.961, 0.237, -1.788], [4.304, 1.818, 2.228], [5.048, -0.277, 3.316], [3.619, -2.322, 3.103], [1.523, -2.168, 1.791], [-0.587, -1.544, 1.214], [-1.227, -1.216, 2.269], [-1.549, 0.004, 2.243], [-1.200, 0.735, 1.212], [-2.250, 0.623, 3.330], [-2.299, 2.005, 3.368], [-2.963, 2.613, 4.422], [-3.561, 1.845, 5.409], [-3.501, 0.459, 5.345], [-2.845, -0.169, 4.301], [-1.823, 2.585, 2.591], [-3.007, 3.692, 4.470], [-4.078, 2.325, 6.228], [-3.972, -0.141, 6.111], [-2.796, -1.245, 4.235], [2.838, -1.643, -2.706], [2.757, -1.442, -1.373], [1.340, -1.825, -0.918], [3.615, -2.149, -0.604], [2.764, -0.064, -1.050], [1.930, -4.408, -3.484], [1.247, -3.691, -4.384], [-0.049, -3.282, -4.124], [-0.668, -2.544, -5.119], [-1.917, -2.085, -4.922], [-0.050, -2.215, -6.307], [-0.675, -1.468, -7.222], [1.250, -2.640, -6.531], [1.869, -2.320, -7.665], [1.903, -3.385, -5.566], [3.154, -3.789, -5.771], [-0.999, -3.624, -2.441], [-1.664, -1.733, -1.567], [-2.691, -4.582, -2.765], [-3.511, -4.804, -1.671], [-3.130, -4.375, -0.460], [-4.720, -5.470, -1.762], [-5.484, -5.656, -0.683], [-5.129, -5.956, -2.992], [-6.288, -6.603, -3.104], [-4.323, -5.777, -4.105], [-4.709, -6.263, -5.285], [-3.121, -5.102, -3.973], [-2.363, -4.996, -5.071], [0.026, -4.999, -1.468], [0.216, -6.186, -2.159], [-0.278, -6.305, -3.404], [0.921, -7.260, -1.649], [1.084, -8.376, -2.359], [1.472, -7.154, -0.382], [2.162, -8.168, 0.135], [1.302, -5.988, 0.341], [1.834, -5.879, 1.562], [0.580, -4.939, -0.205], [0.439, -3.848, 0.548], [1.634, 1.369, -2.927], [1.654, 1.628, -4.240], [0.605, 0.938, -4.806], [0.008, 0.263, -3.737], [0.640, 0.523, -2.596], [2.330, 1.604, -2.237], [2.403, 2.271, -4.666], [0.313, 0.921, -5.839], [-0.870, -0.362, -3.717]], "lowdin_charge": [1.6299, -0.0131, -0.6938, -0.0118, -0.0549, 0.0770, -0.1745, 0.0277, -0.1857, 0.0702, -0.1927, 0.0203, -0.0276, -0.0254, -0.1386, -0.0023, -0.1947, 0.0262, -0.0147, -0.0143, -0.0917, 0.0141, 0.1217, 0.1175, 0.1162, 0.1185, 0.1152, 0.0216, 0.1208, 0.1206, 0.1199, 0.1044, -0.3129, 0.0754, -0.1697, -0.1940, -0.1619, -0.0023, -0.0618, -0.0733, -0.0667, -0.0107, 0.1144, 0.1111, 0.1077, 0.1094, 0.1136, 0.2179, -1.2104, -0.0943, 0.2155, 0.0931, 0.1116, -0.2130, -0.1286, -0.2639, 0.0747, -0.1479, 0.1205, -0.1209, 0.1383, -0.1322, 0.1370, 0.7645, 0.3643, -0.1361, -0.2343, 0.0721, -0.1368, 0.1255, -0.1271, 0.1362, -0.1360, 0.1285, -0.2142, 0.1056, -0.1102, -0.2280, 0.1003, -0.1339, 0.1320, -0.1237, 0.1398, -0.1284, 0.1228, -0.2069, 0.0764, 0.0186, -0.0511, -0.0247, -0.1453, -0.0699, 0.1498, 0.1280, 0.1037, 0.0571]}


{"formula": "C2", "method": "the ωB97M-V functional and the def2-TZVPD basis", "de_lowest_kj_mol": 418.5, "e_homo_ev": [-16.20, -16.12], "total_charge": 1, "multiplicity": 2, "e_lumo_ha": [-0.405, -0.341], "s_squared": 0.751, "symbols": ["C", "C"], "coordinates": [[0.000, 0.000, 1.434], [0.000, 0.000, -1.434]], "nbo_charge": [0.5000, 0.5000]}


| no. | calculated total energy (Ha) |
| --- | --- |
| 1 | -948.12300 |
| 2 | -281.55410 |
| 3 | -289.00496 |
| 4 | -232.01469 |
| 5 | -6780.05772 |
| 6 | -75.26960 |